No. 1
Below is 4 unconnected molecules or ions with the total composition C8H24O4, with properties calculated with ωB97M-V/def2-TZVPD.

The geometry in XYZ format:
```
36
Properties=species:S:1:pos:R:3:lowdin_charge:R:1
C -3.4333 0.1669 -1.7403 -0.092
C -4.1280 -0.7164 -0.6885 -0.280
O -4.0380 -2.1116 -1.0681 0.027
H -4.0117 0.0150 -2.5615 0.027
H -2.3130 -0.1033 -1.9841 0.127
H -3.5237 1.1721 -1.6264 0.029
H -5.1564 -0.3789 -0.4831 0.110
H -3.6650 -0.3121 0.2997 0.110
H -4.5391 -2.4660 -0.5167 -0.059
C 3.3885 -4.0084 0.8695 -0.110
C 2.5941 -2.7471 0.5889 -0.287
O 3.5896 -1.6092 0.4991 -0.122
H 2.6310 -4.7272 1.1804 0.065
H 4.0742 -3.9132 1.6818 0.057
H 3.9446 -4.3082 -0.0797 0.098
H 1.6833 -2.6755 1.2171 0.100
H 2.1507 -2.7777 -0.4551 0.117
H 3.0210 -0.8371 0.3596 0.023
C -0.8455 -0.1458 1.1849 -0.066
C 0.4989 0.3060 1.6504 -0.378
O 1.4673 0.3137 0.6831 -0.136
H -0.6719 -1.0604 0.7421 0.055
H -1.4027 0.6804 0.6303 0.091
H -1.5177 -0.2752 1.9726 0.052
H 0.9254 -0.1472 2.4470 0.078
H 0.4395 1.3885 2.0107 0.128
H 1.6443 1.3902 0.6009 0.134
C -0.0106 2.8362 -1.3032 -0.058
C 1.1597 3.6053 -0.7126 -0.360
O 1.6891 3.1193 0.4347 -0.093
H -0.4869 3.3231 -2.0466 0.040
H -0.7776 2.9158 -0.6806 0.032
H 0.3896 1.8823 -1.7728 0.122
H 0.7258 4.5185 -0.5517 0.070
H 2.0712 3.9122 -1.4964 0.172
H 2.4334 3.7747 0.7146 0.176
```

## Properties
Strongest force on any atom ... 11.659 eV Å⁻¹
SMILES string ... CCO.CCO.CCO.CCO
Orbital gap ... 9.722 eV
Molar mass ... 184.276 g mol⁻¹
Energy above the lowest of the compared OMol25 structures with the same formula, charge and spin ... 467.86 kJ/mol
LUMO ... 0.37 eV

=====

No. 2
Below is a molecular structure, C8H25BInO5PS, with properties calculated with ωB97M-V/def2-TZVPD.

The geometry in XYZ format:
```
42
Properties=species:S:1:pos:R:3:lowdin_charge:R:1
C -3.7139 -1.7911 1.5499 -0.118
C -2.4458 -1.8098 2.4062 -0.265
C -1.5207 -0.5982 2.1632 -0.303
C -0.0475 -0.9507 1.8588 -0.283
In 0.9278 0.3080 0.3551 0.582
C 2.5497 -0.8104 -0.6017 -0.165
B 1.8650 -1.9809 -1.3633 -0.811
O 2.6378 -3.0524 -1.8265 0.122
O 0.5123 -2.0501 -1.7181 0.077
P 1.6405 2.4106 1.5234 0.661
C 1.5799 3.7501 0.2386 -0.415
C 0.1044 2.8197 2.4790 -0.413
S -0.5077 1.0510 -1.6370 0.500
C -2.0505 0.1950 -1.9107 -0.206
O -0.9170 2.4345 -1.3761 -0.454
O 0.2718 0.8490 -2.8829 -0.492
H -4.4258 -1.0439 1.9064 0.074
H -3.4760 -1.5591 0.5071 0.055
H -4.2117 -2.7636 1.5511 0.065
H -2.7651 -1.8096 3.4525 0.100
H -1.9022 -2.7418 2.2271 0.092
H -1.9499 -0.0073 1.3455 0.071
H -1.5348 0.0510 3.0424 0.095
H 0.5630 -0.7440 2.7441 0.032
H 0.0634 -2.0216 1.6516 0.026
H 3.2452 -1.2852 0.0982 0.051
H 3.0989 -0.1007 -1.2197 0.014
H 2.1313 -3.5581 -2.4770 0.101
H -0.0478 -2.5193 -1.0886 0.110
H 2.2175 4.5844 0.5394 0.011
H 1.8946 3.3787 -0.7377 0.008
H 0.5596 4.1158 0.1143 0.018
H -0.8007 2.6202 1.8993 0.017
H 0.0611 2.2118 3.3847 0.013
H 0.1038 3.8807 2.7370 0.024
H -1.8846 -0.8795 -1.9831 0.042
H -2.7451 0.4640 -1.1167 0.048
H -2.4230 0.5729 -2.8658 0.062
O 3.4369 -0.2706 -3.6023 0.322
H 2.8956 0.2951 -4.1925 0.197
H 4.1526 -0.7368 -4.0707 0.193
H 2.8570 -0.9078 -3.1043 0.144
```

## Properties
Strongest force on any atom ... 0.893 eV Å⁻¹
Orbital gap ... 4.575 eV
Molar mass ... 389.954 g mol⁻¹
LUMO ... -1.85 eV

=====

No. 3
Below is a molecular structure, C8H25CrO9S, with properties calculated with ωB97M-V/def2-TZVPD.

The geometry in XYZ format:
```
44
Properties=species:S:1:pos:R:3:lowdin_spin:R:1
Cr -0.6132 -0.2701 0.8022 3.764
S -2.6614 0.0503 2.5325 0.008
O -1.7402 1.0761 1.8674 0.019
O -2.4250 0.0237 3.9754 0.001
O -4.0545 0.3163 2.1793 0.000
O -2.1686 -1.2222 1.8631 0.022
O 0.0957 -1.9660 0.0242 0.041
H -0.3632 -2.6665 0.5093 0.003
C 2.2284 -1.8717 -4.1347 0.000
C 1.8047 -1.8845 -2.6928 0.000
O 0.4689 -1.4477 -2.6048 0.001
H 3.2392 -2.2821 -4.2514 0.000
H 2.2506 -0.8641 -4.5536 0.000
H 1.5520 -2.4986 -4.7173 0.000
H 2.4713 -1.2445 -2.0924 0.000
H 1.8986 -2.9038 -2.2982 0.000
H 0.1634 -1.6595 -1.6766 0.001
C -3.4693 -1.1152 -2.4056 0.001
C -3.2437 -0.3539 -1.1183 0.004
O -1.9036 0.1407 -1.0321 0.037
H -2.8219 -1.9923 -2.4475 0.000
H -3.2539 -0.4921 -3.2793 0.000
H -4.5057 -1.4525 -2.4828 0.000
H -3.3842 -0.9835 -0.2431 0.001
H -3.9530 0.4730 -1.0086 0.000
H -1.7415 0.7219 -1.7807 0.003
C 0.6976 3.2665 1.1955 0.001
C 0.1253 2.6276 -0.0574 0.004
O 0.6225 1.2966 -0.2469 0.035
H 0.4218 2.6624 2.0594 0.000
H 0.3281 4.2865 1.3055 0.000
H 1.7939 3.3197 1.1582 0.000
H 0.3092 3.2219 -0.9585 0.001
H -0.9513 2.5118 0.0692 0.001
H 1.5471 1.3262 -0.5031 0.003
C 3.0086 0.7143 3.3873 0.002
C 2.2383 -0.2543 2.5109 0.005
O 0.8361 -0.0526 2.5731 0.038
H 2.7139 0.6101 4.4335 0.000
H 2.8370 1.7514 3.0899 0.000
H 4.0821 0.5265 3.3038 0.000
H 2.4920 -1.2804 2.7990 0.000
H 2.5102 -0.1278 1.4642 0.001
H 0.5175 -0.0375 3.4829 0.002
```

## Properties
Strongest force on any atom ... 0.990 eV Å⁻¹
Orbital gap (spin up / spin down) ... 5.839 / 7.640 eV
Molar mass ... 349.342 g mol⁻¹
Expectation value of S² ... 6.01
Spin multiplicity ... 5
Energy above the lowest of the compared OMol25 structures with the same formula, charge and spin ... 0.00 kJ/mol
Total charge ... -1
LUMO (spin up / spin down) ... 2.55 / 2.53 eV

=====

Question: What is the molar mass in the first record?
Answer: 184.276 g mol⁻¹

=====

Question: What is the strongest force on any atom in the third record?
Answer: 0.990 eV Å⁻¹

=====

Question: Among the records above, which one has the highest molar mass?
Answer: C8H25BInO5PS